# 1
C5H39N3O12 | ωB97M-V with the def2-TZVPD basis set

```
! wB97M-V def2-TZVPD RIJCOSX def2/J DEFGRID3
* xyz 0 1
C 1.52 0.69 1.32
C 0.59 -0.48 1.68
C 1.24 -1.81 1.33
C 1.90 -1.97 -0.04
N 1.06 -2.70 -1.04
N -0.72 -0.33 0.97
C -1.55 0.77 1.51
N -2.30 1.47 0.39
H 1.99 1.17 2.17
H 2.38 0.25 0.80
H 1.15 1.44 0.64
H 0.33 -0.46 2.75
H 0.46 -2.59 1.62
H 1.93 -2.07 2.18
H 2.87 -2.42 -0.10
H 2.19 -1.04 -0.55
H 0.95 -3.67 -0.78
H 0.13 -2.35 -1.21
H -0.47 -0.09 0.01
H -1.06 1.64 2.00
H -2.38 0.29 2.04
H -1.95 1.30 -0.52
H -3.27 1.17 0.43
H -1.16 3.25 -1.06
H -1.58 3.37 -2.61
O -0.93 3.02 -2.00
H 0.96 4.23 0.03
H 1.75 3.07 -0.61
O 1.85 3.94 -0.23
H -2.59 4.68 0.42
H -2.19 3.15 0.37
O -1.86 4.12 0.16
H -2.11 -3.84 -0.15
H -1.98 -3.12 -1.50
O -1.51 -3.69 -0.88
H -0.91 -3.17 4.39
H -1.09 -1.98 3.21
O -0.58 -2.40 3.93
H -2.12 -0.85 -2.49
H -2.05 -1.97 -3.40
O -2.54 -1.71 -2.61
H 1.82 -1.84 -2.71
H 2.66 -0.42 -2.58
O 1.89 -0.90 -2.92
H 0.97 -0.99 5.57
H -0.33 -1.02 4.75
O 0.08 -0.63 5.59
H 3.78 0.66 -3.64
H 3.16 1.77 -2.69
O 3.77 1.04 -2.76
H 1.33 4.01 -2.76
H 0.53 2.90 -3.50
O 1.16 3.62 -3.62
H -1.87 -1.95 1.27
H -2.26 -3.05 2.26
O -2.56 -2.21 1.88
H 0.31 -0.37 -2.17
H -0.26 0.89 -2.56
O -0.50 0.17 -1.97
*
```

Calculated values
- HOMO: -9.477 eV
- Molecular weight: 333.38 g mol⁻¹
- Energy: -1280.99568 a.u.
- Gap between HOMO and LUMO: 9.61 eV
- ΔE to the lowest compared entry with this formula, charge and spin: 2.702 eV

Atomic partial charges in e from the Löwdin method, atoms 1 to 2: -0.03 -0.37

=====

# 2
C2HF3N2O | ωB97M-V with the def2-TZVPD basis set

```
! wB97M-V def2-TZVPD RIJCOSX def2/J DEFGRID3
* xyz 0 1
C 0.13 -1.55 -0.58
C -1.30 1.22 0.52
N 1.15 -0.92 -0.38
N 1.74 -0.02 0.18
O -0.17 1.51 0.59
F -0.07 -2.77 -0.65
F -1.74 0.08 1.21
F 2.21 0.91 -0.71
H -1.96 1.54 -0.17
*
```

Calculated values
- HOMO (spin up / spin down): -9.374 / -9.373 eV
- Molecular weight: 126.04 g mol⁻¹
- Energy: -560.93881 a.u.
- Gap between HOMO and LUMO (spin up / spin down): 9.07 / 9.07 eV
- ΔE to the lowest compared entry with this formula, charge and spin: 4.253 eV

Atomic partial charges in e from the Löwdin method, atoms 1 to 2: -0.17 -0.25